# 1
A structure of composition C43H51As2Br2CsN6O3P2 at a distorted geometry. Source: the OMol25 dataset; level of theory: ωB97M-V with the def2-TZVPD basis set.

Last column: Mulliken charge in e.
Element x y z (Å)
Cs (0.24619, -1.56743, -0.48543)  2.4428
C (-0.69222, 2.18351, 1.98592)  -1.0238
C (-1.41641, 1.25349, 1.01070)  -0.3436
As (-1.43522, 1.94617, -0.83537)  0.9215
C (-3.19101, 1.26512, -1.35457)  0.2272
C (-4.00195, 1.99826, -2.21980)  -0.7213
C (-5.22291, 1.49872, -2.64594)  -0.6533
C (-5.64937, 0.24731, -2.22083)  -0.7107
C (-4.84747, -0.49441, -1.36612)  -0.4524
C (-3.62955, 0.01334, -0.93556)  0.1469
C (-2.03665, 3.78286, -0.45567)  0.1205
C (-1.28844, 4.83822, -0.97192)  -0.6703
C (-1.65445, 6.15446, -0.73263)  -0.6289
C (-2.78141, 6.42945, 0.02865)  -0.4676
C (-3.53972, 5.38671, 0.54225)  -0.7216
C (-3.17022, 4.07229, 0.29708)  -0.0782
As (0.89616, 3.06399, 1.20453)  0.1832
C (1.61147, 3.90567, 2.82576)  -0.2071
C (1.19604, 3.63639, 4.12586)  0.2616
C (1.80567, 4.25379, 5.20945)  -0.7715
C (2.83802, 5.15697, 5.00598)  -0.4301
C (3.24961, 5.45034, 3.71352)  -0.7265
C (2.63695, 4.83084, 2.63565)  -0.4588
C (2.09726, 1.52103, 1.12171)  0.1387
C (2.24103, 0.87455, -0.10654)  -0.8165
C (3.12078, -0.19049, -0.24354)  -0.1656
C (3.88267, -0.60304, 0.83862)  -0.0995
C (3.76176, 0.04878, 2.05640)  -0.9804
C (2.86732, 1.09565, 2.20058)  -0.2621
H (-0.39993, 1.62986, 2.87559)  0.1966
H (-1.35860, 2.98992, 2.30041)  0.7141
H (-2.44360, 1.08277, 1.33849)  0.9205
H (-0.91161, 0.27966, 0.97254)  -0.8866
H (-3.67457, 2.97473, -2.55935)  0.2700
H (-5.84074, 2.08469, -3.31477)  0.4002
H (-6.60210, -0.14397, -2.55422)  0.3867
H (-5.17373, -1.47312, -1.03172)  0.3326
H (-3.01247, -0.58092, -0.27075)  0.2737
H (-0.40856, 4.61302, -1.56283)  0.3227
H (-1.05756, 6.96397, -1.13352)  0.4164
H (-3.07329, 7.45539, 0.21446)  0.3974
H (-4.42125, 5.59988, 1.13432)  0.4096
H (-3.77521, 3.26279, 0.69273)  0.3649
H (0.38415, 2.94190, 4.30770)  0.3673
H (1.47467, 4.03014, 6.21597)  0.4037
H (3.32100, 5.63251, 5.85009)  0.3754
H (4.04315, 6.16723, 3.54431)  0.3886
H (2.95718, 5.05873, 1.62445)  0.3989
H (1.67734, 1.23225, -0.96711)  0.4609
H (3.23560, -0.68946, -1.19895)  0.3794
H (4.57984, -1.42586, 0.73438)  0.4974
H (4.36504, -0.26136, 2.89940)  0.5139
H (2.79227, 1.60606, 3.15392)  0.3811
C (0.25524, -0.83973, 3.96794)  -0.4963
C (1.43336, -1.71917, 3.65051)  0.8244
C (2.45320, -1.86984, 4.61365)  -1.0557
C (3.53201, -2.65054, 4.32338)  -1.3190
C (3.62369, -3.28233, 3.06368)  1.0874
C (4.70555, -4.09279, 2.67122)  0.0124
Br (6.18165, -4.40046, 3.84867)  -0.2720
C (4.72590, -4.68098, 1.43532)  -0.4938
C (3.67726, -4.46535, 0.54983)  0.1717
Br (3.77861, -5.31638, -1.14563)  -0.2329
C (2.54845, -3.66112, 0.81750)  0.3854
O (1.61127, -3.44717, -0.00498)  -0.9533
C (2.54717, -3.07398, 2.15487)  -0.9467
N (1.47800, -2.30820, 2.47947)  0.5366
H (-0.17506, -1.10125, 4.93722)  0.5613
H (-0.50277, -0.91586, 3.18904)  -0.2577
H (0.59817, 0.19575, 4.02769)  -0.1282
H (2.36789, -1.36714, 5.56922)  0.4617
H (4.32957, -2.78537, 5.04147)  0.3511
H (5.55265, -5.31252, 1.14201)  0.4553
N (-2.25442, -2.59490, 2.18634)  -0.1713
N (-3.16900, -3.46383, 1.58497)  -0.4780
C (-3.17589, -3.62352, 0.24839)  0.4478
N (-4.01373, -4.53150, -0.26222)  -0.3938
N (-2.31272, -2.85706, -0.40461)  -0.5511
N (-2.16111, -2.90609, -1.72782)  0.3237
O (-1.34098, -2.12414, -2.17605)  -0.5539
O (-2.79146, -3.68949, -2.46219)  -0.8369
H (-1.35648, -3.04678, 2.33772)  0.2801
H (-2.63441, -2.26463, 3.05990)  0.2957
H (-3.64608, -4.15144, 2.14354)  0.1804
H (-4.65940, -5.04318, 0.31113)  0.1484
H (-3.98969, -4.62555, -1.26833)  0.2196
C (-0.66189, 1.94893, -4.20770)  -1.3494
P (-0.69946, 0.17911, -3.66012)  1.8124
C (-2.27130, -0.31284, -4.49182)  -1.4226
C (0.48253, -0.45700, -4.94165)  -1.2718
C (0.56733, -1.98160, -4.91501)  -1.2845
P (1.24489, -2.59297, -3.30041)  1.0126
C (3.04057, -2.52014, -3.73027)  -1.6209
C (0.95132, -4.38644, -3.57557)  -1.3099
H (0.28515, 2.39538, -3.89807)  0.3356
H (-1.46712, 2.49961, -3.71999)  0.2905
H (-0.76985, 2.03831, -5.29026)  0.5296
H (-2.24475, -0.04777, -5.55143)  0.4895
H (-3.11168, 0.19000, -4.01172)  0.1408
H (-2.41489, -1.38772, -4.38669)  0.3043
H (1.46357, -0.01838, -4.72979)  0.2902
H (0.16750, -0.09886, -5.92718)  0.5843
H (1.19571, -2.35301, -5.72963)  0.6164
H (-0.42880, -2.41463, -5.03883)  0.4217
H (3.24493, -3.04241, -4.66807)  0.4376
H (3.61843, -2.98827, -2.93325)  0.2996
H (3.35736, -1.47909, -3.82157)  0.4024
H (1.30366, -4.69005, -4.56408)  0.4147
H (-0.11811, -4.59106, -3.49323)  0.3170
H (1.47759, -4.95590, -2.81074)  0.2196

Computed properties:
Kohn-Sham gap (Ha): 0.2245
E_tot (a.u.): -12545.69492
Energy above the lowest of the compared OMol25 structures with the same formula, charge and spin (kcal/mol): 56.9
LUMO level (eV): -0.459

---

# 2
A structure of composition C43H51EuF6N6O4 at a distorted geometry. Source: the OMol25 dataset; level of theory: ωB97M-V with the def2-TZVPD basis set.

Last column: Mulliken spin population.
Element x y z (Å)
Eu (-20.75991, -0.17221, 10.51489)  5.1763
C (-26.03242, 5.86823, 12.68689)  -0.0003
O (-25.67071, 4.72056, 11.87050)  -0.0002
C (-24.65701, 3.90408, 12.32610)  0.0006
C (-24.40543, 3.75219, 13.68058)  0.0010
C (-23.32953, 2.99817, 14.14566)  0.0118
C (-22.53196, 2.29223, 13.22318)  -0.0270
C (-21.50734, 1.35233, 13.64096)  -0.0004
C (-21.09415, 1.39349, 15.07587)  -0.0007
O (-20.91390, 0.51726, 12.89341)  0.0156
C (-22.79790, 2.48943, 11.77364)  -0.0282
O (-22.06775, 1.91351, 10.86714)  -0.0551
C (-23.85538, 3.31554, 11.35121)  0.0016
H (-26.78468, 6.42003, 12.14812)  0.0000
H (-25.15857, 6.53190, 12.85936)  0.0001
H (-26.48232, 5.58648, 13.64566)  0.0000
H (-25.07776, 4.21172, 14.39261)  0.0007
H (-23.06088, 2.89345, 15.19423)  -0.0001
H (-20.86398, 2.36924, 15.43582)  0.0030
H (-20.28881, 0.64998, 15.19060)  -0.0004
H (-21.89635, 1.06357, 15.72072)  0.0004
H (-23.97050, 3.51570, 10.29245)  0.0004
C (-18.87301, 1.51557, 7.80614)  0.1147
N (-20.11812, 2.02338, 7.22075)  -0.0774
C (-20.26915, 3.44388, 6.96989)  0.0077
C (-21.11082, 1.11602, 6.92609)  0.0092
N (-21.41991, 0.20521, 7.82814)  0.0170
C (-22.00402, -1.01271, 7.55299)  -0.0061
C (-21.59231, -1.76574, 6.41287)  -0.0006
C (-22.19417, -2.97782, 6.08385)  -0.0001
C (-23.18285, -3.53160, 6.92256)  -0.0004
C (-23.57447, -2.86260, 8.07884)  -0.0033
C (-22.92721, -1.64023, 8.46615)  0.0138
N (-23.04116, -1.13534, 9.77970)  -0.0174
C (-24.19415, -1.18717, 10.46701)  -0.0014
N (-25.37319, -0.83349, 9.84342)  -0.0001
C (-26.70061, -1.32784, 10.30992)  0.0000
C (-25.38668, -0.03560, 8.62059)  0.0003
N (-24.16603, -1.45834, 11.80987)  -0.0003
C (-25.01343, -0.71851, 12.74243)  -0.0003
C (-23.22650, -2.42710, 12.34645)  0.0097
N (-21.84925, 1.28351, 5.78083)  0.0010
C (-21.30127, 1.89528, 4.59181)  0.0007
C (-23.27926, 1.00569, 5.72376)  -0.0011
H (-18.06280, 1.52899, 7.05647)  -0.0044
H (-18.99410, 0.48657, 8.15270)  -0.0155
H (-18.59419, 2.13536, 8.69012)  -0.0077
H (-19.83205, 3.69628, 5.99854)  0.0000
H (-19.75418, 4.03993, 7.72726)  0.0018
H (-21.34944, 3.75598, 6.92639)  0.0024
H (-20.80596, -1.31917, 5.80107)  -0.0002
H (-21.92012, -3.50629, 5.17346)  0.0000
H (-23.60531, -4.49173, 6.68747)  0.0001
H (-24.37590, -3.24968, 8.71471)  0.0000
H (-26.54461, -2.24228, 10.91630)  0.0001
H (-27.28206, -1.63820, 9.43945)  0.0000
H (-27.24830, -0.61184, 10.93900)  0.0001
H (-24.39543, 0.37170, 8.42610)  0.0008
H (-26.03907, 0.79954, 8.77929)  0.0000
H (-25.71398, -0.64626, 7.75924)  0.0000
H (-25.88531, -1.33480, 13.08916)  0.0002
H (-25.38382, 0.23026, 12.30581)  0.0002
H (-24.35793, -0.52917, 13.60106)  0.0001
H (-22.77993, -3.02784, 11.55298)  -0.0006
H (-23.79079, -3.12715, 12.97485)  -0.0005
H (-22.41619, -1.96546, 12.90827)  -0.0023
H (-20.21828, 1.89713, 4.71229)  0.0016
H (-21.63592, 2.93635, 4.41882)  0.0004
H (-21.55222, 1.28659, 3.70650)  0.0003
H (-23.64550, 0.50705, 6.60796)  0.0007
H (-23.48402, 0.35725, 4.85348)  -0.0001
H (-23.85371, 1.93874, 5.60964)  -0.0002
C (-13.61612, 3.41338, 9.31710)  0.2178
C (-13.59923, 2.05808, 9.69475)  -0.0585
C (-14.77878, 1.40677, 10.03361)  0.1058
C (-15.98814, 2.12190, 10.21323)  -0.1114
C (-15.98368, 3.52200, 9.92935)  0.2129
C (-14.80329, 4.13659, 9.52756)  -0.1066
C (-17.22624, 1.38817, 10.58594)  0.0751
C (-18.30688, 2.00294, 11.03291)  0.8102
C (-18.61920, 3.16413, 11.83399)  0.0315
C (-19.61430, 4.04365, 11.32623)  0.2303
C (-20.04247, 5.15579, 12.00348)  -0.0979
C (-19.55352, 5.37863, 13.30234)  0.2211
C (-18.49153, 4.58819, 13.77446)  -0.1214
C (-17.93609, 3.56256, 13.02581)  0.2158
H (-12.75524, 3.89697, 8.88557)  0.0282
H (-12.68190, 1.46952, 9.78081)  -0.0028
H (-14.78422, 0.31828, 10.17326)  0.0116
H (-16.90919, 4.10280, 9.93267)  0.0518
H (-14.83478, 5.19538, 9.35822)  -0.0059
H (-17.20913, 0.29968, 10.41364)  0.1068
H (-20.08867, 3.77467, 10.37874)  0.0332
H (-20.78781, 5.79054, 11.54412)  0.0017
H (-19.97881, 6.13864, 13.93074)  0.0251
H (-18.14999, 4.74550, 14.78875)  -0.0017
H (-17.05393, 2.99696, 13.34818)  0.0120
C (-17.91031, -3.69740, 9.16593)  0.0001
C (-18.57676, -2.87557, 10.28788)  -0.0197
O (-19.07634, -1.63226, 9.85273)  -0.0146
C (-19.78505, -3.71243, 10.77510)  0.0088
F (-19.51228, -4.85922, 11.46871)  0.0000
F (-20.52436, -2.90336, 11.69041)  0.0034
F (-20.58869, -4.04683, 9.73565)  -0.0004
C (-17.48015, -2.61836, 11.37217)  0.0000
F (-17.91454, -1.71258, 12.29915)  0.0005
F (-17.08428, -3.76073, 12.05559)  0.0000
F (-16.37075, -2.12131, 10.75830)  -0.0046
H (-18.55419, -3.73696, 8.30180)  -0.0001
H (-17.66782, -4.70760, 9.50804)  -0.0002
H (-17.01625, -3.18332, 8.85685)  0.0001

Computed properties:
Kohn-Sham gap (spin up / spin down) (Ha): 0.0944 / 0.1367
E_tot (a.u.): -3608.06386
Multiplicity: 8
Energy above the lowest of the compared OMol25 structures with the same formula, charge and spin (kcal/mol): 0.0
Charge: -1
LUMO level (spin up / spin down) (eV): 2.021 / 2.020